No. 1
ORCA calculation (the ωB97M-V functional and the def2-TZVPD basis) on a cluster of 11 separate species, C39H78F8N2O25S8 in total.

Positions of all 160 atoms, in Å:
O -2.790 3.614 -2.423
S -3.880 4.100 -3.308
O -5.177 3.461 -3.196
O -4.105 5.755 -3.181
C -2.889 6.571 -3.026
C -3.165 7.989 -2.640
C -3.338 4.026 -5.125
H -2.332 6.485 -3.959
H -2.343 6.099 -2.209
H -3.916 8.434 -3.293
H -2.318 8.665 -2.522
H -3.661 7.988 -1.669
H -2.298 4.344 -5.206
H -3.960 4.649 -5.767
H -3.504 2.997 -5.443
O -1.776 -1.815 -0.713
S -1.662 -0.619 0.115
O -2.781 -0.110 0.900
O -0.456 -0.874 1.158
C 0.793 -1.332 0.696
C 1.908 -0.378 1.055
C -0.919 0.672 -0.915
H 0.691 -1.660 -0.339
H 0.942 -2.253 1.260
H 1.683 0.127 1.995
H 2.031 0.422 0.324
H 2.814 -0.979 1.130
H -0.389 1.356 -0.251
H -1.732 1.225 -1.385
H -0.265 0.250 -1.678
O -5.976 -2.438 -4.169
S -6.387 -1.709 -2.958
O -7.502 -0.735 -2.950
O -6.609 -2.814 -1.716
C -5.856 -4.066 -1.660
C -6.713 -4.835 -0.649
C -4.840 -0.907 -2.300
H -4.817 -3.835 -1.425
H -5.927 -4.566 -2.626
H -6.823 -4.263 0.272
H -6.378 -5.829 -0.352
H -7.746 -4.831 -0.997
H -4.516 -0.055 -2.898
H -3.980 -1.564 -2.167
H -5.069 -0.709 -1.253
O 1.000 2.981 -1.998
S 0.583 3.708 -3.232
O -0.313 4.873 -3.121
O 1.986 4.067 -4.054
C 1.973 4.992 -5.137
C 3.421 5.144 -5.545
C 0.006 2.450 -4.390
H 1.628 5.971 -4.804
H 1.318 4.674 -5.948
H 3.778 4.150 -5.819
H 4.101 5.499 -4.771
H 3.516 5.758 -6.440
H -0.093 2.853 -5.398
H -0.972 2.117 -4.042
H 0.753 1.657 -4.413
O 4.649 0.594 7.582
S 4.099 0.752 6.252
O 3.267 1.915 5.933
O 5.386 0.696 5.224
C 5.210 0.838 3.809
C 5.657 -0.440 3.042
C 3.220 -0.831 5.729
H 5.812 1.691 3.497
H 4.170 1.029 3.545
H 5.514 -0.181 1.993
H 5.098 -1.349 3.263
H 6.713 -0.631 3.233
H 2.409 -0.940 6.449
H 3.983 -1.602 5.831
H 2.892 -0.761 4.691
O -0.217 -6.561 3.368
S -0.928 -6.431 2.079
O -0.210 -6.446 0.807
O -2.170 -7.559 2.038
C -2.750 -7.933 3.278
C -4.054 -8.548 2.963
C -1.943 -4.863 2.132
H -2.920 -7.040 3.879
H -2.188 -8.512 4.011
H -3.989 -9.270 2.149
H -4.740 -7.891 2.427
H -4.619 -8.971 3.793
H -1.276 -4.075 1.785
H -2.134 -4.712 3.195
H -2.849 -5.033 1.551
O -1.868 2.208 3.695
S -0.783 2.893 3.022
O 0.261 2.164 2.330
O -1.532 3.834 1.878
C -0.713 4.359 0.757
C -1.083 5.800 0.550
C -0.106 4.262 4.111
H -0.866 3.891 -0.216
H 0.357 4.330 0.965
H -2.150 5.926 0.362
H -0.386 6.232 -0.167
H -0.948 6.219 1.547
H 0.529 3.862 4.901
H -0.877 4.879 4.572
H 0.546 4.825 3.443
O 4.257 -1.683 -1.125
S 3.725 -0.718 -2.069
O 2.291 -0.445 -2.086
O 4.613 0.703 -1.799
C 3.997 1.969 -2.301
C 5.070 3.004 -2.298
C 4.294 -1.122 -3.770
H 3.257 2.189 -1.532
H 3.472 1.874 -3.252
H 4.638 3.950 -2.626
H 5.790 2.687 -3.052
H 5.524 3.110 -1.313
H 5.355 -1.371 -3.782
H 4.054 -0.265 -4.401
H 3.703 -1.959 -4.142
N 2.907 4.769 2.049
C 3.909 5.672 2.242
C 5.254 5.332 2.165
C 5.607 4.037 1.870
C 4.586 3.148 1.572
C 3.268 3.516 1.677
H 3.617 6.705 2.368
H 5.985 6.102 2.363
H 6.635 3.756 1.695
H 4.781 2.113 1.333
H 2.466 2.845 1.405
N -0.213 -0.034 5.874
C -0.261 -0.732 7.071
C -0.356 -2.114 7.139
C -0.455 -2.858 5.980
C -0.308 -2.202 4.776
C -0.237 -0.805 4.716
H -0.055 -0.138 7.948
H -0.434 -2.561 8.119
H -0.340 -3.932 5.973
H -0.307 -2.853 3.914
H -0.319 -0.248 3.795
C -0.887 -4.642 -2.045
C 0.214 -4.134 -3.021
C 1.535 -4.649 -2.530
F 2.596 -4.229 -3.282
F 1.775 -4.262 -1.276
F -0.060 -4.481 -4.340
F 0.236 -2.781 -2.943
O -1.157 -6.012 -2.271
C -2.527 -6.421 -2.020
C -2.641 -7.941 -1.995
F -3.896 -8.379 -1.902
F -2.043 -8.600 -2.950
F -2.994 -5.962 -0.840
F -3.252 -5.864 -3.038
H -1.761 -4.021 -2.244
H -0.534 -4.638 -1.014
H 1.537 -5.731 -2.399
H -2.132 -8.262 -1.086

Calculated values
Spin multiplicity: 2
Net charge: +1
Frontier orbital gap (alpha / beta) (eV): 7.2 / 3.0
<S²>: 0.7661

No. 2
ORCA calculation (the ωB97M-V functional and the def2-TZVPD basis) on a cluster of 13 separate species, C39H78NO26 in total.

Positions of all 144 atoms, in Å:
C -0.741 0.129 0.107
C 0.511 0.023 0.962
C 0.478 -1.229 1.801
O 0.836 -2.321 0.994
C 0.547 -3.642 1.479
N 1.665 0.145 0.106
H 1.603 1.105 -0.330
H 2.544 0.072 0.679
H 1.403 -0.974 -1.021
H -0.627 0.910 -0.653
H -1.638 0.421 0.677
H -0.879 -0.879 -0.412
H 0.497 0.808 1.708
H -0.579 -1.283 2.193
H 1.196 -1.188 2.613
H 0.876 -4.442 0.740
H -0.497 -3.725 1.569
H 1.032 -3.867 2.466
C 0.857 -0.761 -3.010
O 0.648 -1.416 -4.057
O 1.149 -1.455 -1.942
O 0.809 0.523 -2.944
C -0.778 2.684 -5.033
C -0.317 3.605 -3.886
O -0.047 2.969 -2.636
O 0.257 1.822 -5.503
H -1.160 3.308 -5.837
H -1.604 2.038 -4.705
H -1.038 4.385 -3.741
H 0.585 4.212 -4.234
H 0.195 2.055 -2.857
H 0.513 1.244 -4.792
C -0.737 -1.201 -7.351
C -1.777 -1.706 -6.360
O -1.898 -0.865 -5.257
O 0.620 -1.461 -6.869
H -0.961 -0.125 -7.406
H -0.791 -1.753 -8.301
H -1.545 -2.770 -6.115
H -2.762 -1.731 -6.865
H -1.110 -1.048 -4.683
H 0.659 -1.213 -5.934
C 4.037 1.251 -3.408
C 5.259 1.995 -3.074
O 5.829 1.463 -1.917
O 3.207 1.253 -2.257
H 4.414 0.230 -3.677
H 3.555 1.687 -4.376
H 5.005 3.057 -2.820
H 5.999 1.892 -3.841
H 5.179 1.497 -1.201
H 2.317 1.018 -2.575
C 0.483 -5.372 -2.283
C -0.104 -4.734 -3.524
O -0.801 -3.553 -3.147
O 1.491 -4.490 -1.712
H 0.939 -6.354 -2.488
H -0.384 -5.412 -1.610
H -0.771 -5.433 -4.021
H 0.726 -4.513 -4.187
H -0.309 -2.817 -3.570
H 0.906 -3.690 -1.721
C -0.084 2.776 5.109
C -0.880 2.441 6.353
O -2.271 2.481 6.140
O -0.598 3.987 4.545
H -0.061 1.863 4.410
H 0.948 2.901 5.380
H -0.564 3.174 7.155
H -0.643 1.426 6.725
H -2.439 3.172 5.500
H -0.351 4.183 3.647
O -3.543 1.434 2.020
C -3.417 0.851 3.091
O -2.199 0.434 3.531
C -2.399 -0.329 4.801
C -3.926 -0.625 4.782
C -4.457 0.636 4.142
H -2.259 0.297 5.648
H -1.765 -1.195 4.871
H -4.272 -0.804 5.779
H -4.258 -1.488 4.192
H -4.336 1.433 4.903
H -5.463 0.693 3.902
O 0.477 4.580 1.924
C 1.438 4.318 1.278
O 2.538 3.733 1.767
C 3.624 3.701 0.719
C 3.043 4.320 -0.519
C 1.555 4.595 -0.222
H 3.866 2.646 0.589
H 4.511 4.176 1.209
H 3.104 3.592 -1.253
H 3.451 5.221 -0.960
H 0.923 3.971 -0.764
H 1.344 5.624 -0.366
O 0.322 -4.607 5.389
C 1.303 -3.894 5.362
O 2.555 -4.309 5.109
C 3.305 -3.092 4.663
C 2.726 -1.916 5.454
C 1.238 -2.305 5.604
H 3.150 -2.929 3.602
H 4.335 -3.385 4.777
H 2.888 -1.041 4.897
H 3.101 -1.873 6.505
H 0.563 -1.958 4.827
H 0.778 -2.114 6.616
O -3.952 -1.861 1.947
C -4.098 -1.794 0.768
O -3.215 -2.392 -0.115
C -3.549 -2.032 -1.477
C -5.062 -1.714 -1.433
C -5.054 -0.954 -0.071
H -3.130 -2.748 -2.081
H -3.003 -1.037 -1.793
H -5.636 -2.645 -1.333
H -5.267 -1.185 -2.379
H -6.032 -0.880 0.418
H -4.701 0.061 -0.251
O -6.331 5.669 0.193
C -5.223 5.169 0.061
O -4.113 5.896 -0.084
C -2.966 4.943 -0.046
C -3.560 3.725 -0.657
C -4.974 3.677 0.065
H -2.636 4.737 0.981
H -2.154 5.371 -0.627
H -2.821 2.942 -0.433
H -3.827 3.841 -1.706
H -4.819 3.237 1.058
H -5.760 3.193 -0.493
O 4.144 -1.539 1.734
C 4.065 -2.377 0.905
O 4.110 -3.666 1.427
C 4.025 -4.617 0.273
C 4.573 -3.797 -0.912
C 4.004 -2.372 -0.622
H 2.975 -4.842 0.025
H 4.574 -5.531 0.497
H 4.213 -4.224 -1.791
H 5.667 -3.803 -0.966
H 3.000 -2.086 -0.904
H 4.663 -1.532 -0.961

Calculated values
Net charge: -1
Frontier orbital gap (eV): 9.2

No. 3
ORCA calculation (the ωB97M-V functional and the def2-TZVPD basis) on a cluster of 13 separate species, C39H78O15 in total.

Positions of all 132 atoms, in Å:
C -0.310 7.583 5.589
O -0.894 7.212 6.816
C -0.820 8.008 7.887
O -0.306 9.153 8.053
O -1.461 7.380 8.913
C -1.478 7.883 10.218
H 0.671 8.024 5.766
H -0.753 8.488 5.174
H -0.174 6.744 4.907
H -0.662 7.439 10.788
H -2.357 7.581 10.787
H -1.282 8.955 10.232
C 6.634 5.648 3.343
C 6.177 4.355 2.780
O 5.022 4.102 2.723
C 7.301 3.383 2.265
H 6.163 6.411 2.724
H 7.715 5.686 3.211
H 6.480 5.724 4.420
H 7.634 3.662 1.265
H 6.872 2.386 2.165
H 8.165 3.180 2.897
C 7.128 -2.060 6.175
C 5.697 -2.358 5.707
O 5.477 -3.407 5.113
C 4.606 -1.287 5.979
H 7.926 -2.753 5.909
H 7.183 -2.171 7.258
H 7.481 -1.062 5.915
H 4.170 -1.568 6.938
H 3.852 -1.182 5.198
H 5.027 -0.306 6.199
C -2.822 3.495 -9.272
C -3.124 3.833 -7.850
O -4.170 4.246 -7.503
C -1.968 3.755 -6.907
H -1.746 3.608 -9.401
H -3.318 4.196 -9.944
H -3.052 2.448 -9.469
H -1.318 2.919 -7.167
H -2.441 3.485 -5.963
H -1.374 4.666 -6.976
C 9.084 -3.509 -3.124
C 8.453 -2.662 -1.966
O 7.614 -1.769 -2.228
C 8.770 -3.073 -0.536
H 9.130 -2.815 -3.963
H 8.411 -4.306 -3.441
H 10.053 -3.858 -2.767
H 9.473 -2.461 0.029
H 9.210 -4.070 -0.542
H 7.829 -3.073 0.015
C -7.882 -3.246 -8.075
C -7.459 -1.790 -7.695
O -7.325 -0.933 -8.545
C -7.136 -1.481 -6.288
H -7.740 -3.880 -7.199
H -7.379 -3.720 -8.917
H -8.941 -3.215 -8.331
H -7.907 -0.831 -5.874
H -6.125 -1.105 -6.130
H -7.043 -2.428 -5.755
C -0.281 -9.795 -2.898
C -0.358 -8.294 -3.283
O -1.402 -7.666 -3.015
C 0.870 -7.551 -3.837
H -0.959 -10.304 -3.583
H -0.564 -9.951 -1.857
H 0.714 -10.230 -2.989
H 1.746 -8.199 -3.803
H 1.090 -6.666 -3.241
H 0.556 -7.423 -4.873
C 0.494 0.082 -0.845
C -0.798 0.481 -0.204
O -1.886 0.210 -0.732
C -0.734 1.089 1.168
H 1.435 0.219 -0.311
H 0.575 0.742 -1.709
H 0.365 -0.942 -1.194
H -0.129 0.523 1.876
H -1.650 1.143 1.756
H -0.290 2.049 0.907
C -3.250 1.634 8.938
C -4.566 2.027 8.441
O -4.993 1.662 7.376
C -5.538 2.608 9.475
H -3.377 1.420 9.999
H -2.534 2.455 8.915
H -2.792 0.791 8.420
H -5.173 3.631 9.554
H -5.489 2.150 10.463
H -6.530 2.602 9.023
C 1.375 -1.716 -8.038
C 1.961 -2.151 -9.392
O 2.877 -2.984 -9.478
C 1.525 -1.399 -10.578
H 1.518 -0.645 -7.899
H 2.042 -2.300 -7.403
H 0.340 -2.051 -7.972
H 0.469 -1.509 -10.823
H 2.243 -1.635 -11.363
H 1.698 -0.336 -10.409
C 5.030 4.719 -3.186
C 6.177 5.421 -3.868
O 6.627 6.414 -3.340
C 6.751 4.781 -5.085
H 4.682 5.370 -2.384
H 5.285 3.712 -2.854
H 4.233 4.461 -3.883
H 6.049 4.941 -5.904
H 6.784 3.701 -4.944
H 7.753 5.089 -5.385
C -8.859 -0.068 2.803
C -9.543 -1.330 3.239
O -10.251 -2.007 2.538
C -9.250 -1.747 4.596
H -7.952 -0.221 2.218
H -8.595 0.537 3.671
H -9.460 0.553 2.139
H -9.484 -0.912 5.256
H -8.207 -2.052 4.514
H -9.872 -2.624 4.776
C -4.871 -7.786 2.872
C -4.301 -6.536 3.500
O -4.370 -6.379 4.676
C -3.703 -5.450 2.589
H -4.249 -8.244 2.102
H -5.848 -7.725 2.394
H -5.016 -8.513 3.672
H -4.447 -4.669 2.432
H -3.293 -5.688 1.607
H -3.039 -4.777 3.131

Calculated values
Net charge: 0
Relative energy (zero: lowest compared OMol25 entry of this formula, charge and spin) (kcal per mole): 122.82
Frontier orbital gap (eV): 9.4